Entry 1:
C8H14BrOP | wB97M-V/def2-TZVPD

CARTESIAN COORDINATES (ANGSTROEM)
C: -0.549 -0.180 -0.759
C: -0.779 1.012 -1.183
C: -0.481 3.137 0.556
C: 1.950 -0.377 -0.676
C: 0.570 -2.503 -0.928
C: 0.531 -1.264 1.178
C: -0.802 3.347 -0.956
C: 0.635 -1.074 -0.310
O: -0.848 2.166 -1.748
P: -2.259 -0.884 -1.391
Br: -3.593 -0.921 0.495
H: -1.023 2.297 1.116
H: 0.510 2.661 0.653
H: -0.679 4.047 1.043
H: 2.780 -1.011 -0.171
H: 2.004 -0.439 -1.837
H: 1.875 0.681 -0.359
H: 1.521 -2.957 -0.499
H: 0.623 -2.691 -1.979
H: -0.258 -3.022 -0.622
H: -0.497 -1.296 1.707
H: 1.172 -0.479 1.691
H: 0.926 -2.194 1.579
H: -0.033 3.965 -1.569
H: -1.845 3.657 -0.885

Cartesian forces (eV/Å) of the 3 atoms listed first:
C 0.02 -0.68 -0.70
C -1.42 -2.10 -0.65
C 0.70 -3.25 -1.00

Calculated values
Strongest force on any atom   3.54 eV/Å
Energy above the lowest of the compared OMol25 structures with the same formula, charge and spin   4.998 eV
Frontier orbital gap   7.8 eV
HOMO level   -0.266 Ha

Entry 2:
C17H27N4O5 | wB97M-V/def2-TZVPD

CARTESIAN COORDINATES (ANGSTROEM)
C: -2.887 0.348 0.634
C: -1.974 0.364 -0.541
C: -0.711 0.947 -0.497
C: -0.167 1.498 -1.745
O: -0.140 0.920 -2.840
N: 0.328 2.793 -1.631
C: 1.276 3.274 -2.593
C: 0.070 3.666 -0.505
N: -2.282 -0.223 -1.719
N: -3.483 -0.572 -1.977
C: -3.518 -1.409 -3.139
N: -4.818 -1.503 -3.538
O: -2.594 -2.006 -3.672
H: -3.021 1.364 1.037
H: -3.862 -0.046 0.320
H: -2.463 -0.289 1.423
H: -0.313 1.288 0.452
H: 1.204 2.666 -3.496
H: 1.053 4.321 -2.820
H: 2.299 3.233 -2.189
H: -0.960 3.548 -0.141
H: 0.778 3.465 0.317
H: 0.202 4.705 -0.834
H: -5.479 -0.837 -3.170
H: -4.972 -1.921 -4.439
C: -1.100 -3.652 -1.354
C: -0.218 -2.471 -1.623
O: 0.039 -1.866 -0.334
C: 1.087 -0.990 -0.326
C: 1.403 -0.581 1.068
C: 2.189 0.624 1.163
O: 1.964 1.632 0.482
C: 3.316 0.682 2.198
C: 2.780 0.953 3.596
C: 1.651 0.021 4.026
C: 1.788 -1.419 3.529
C: 1.336 -1.661 2.075
O: 1.707 -0.683 -1.328
H: -1.488 -4.033 -2.298
H: -0.516 -4.440 -0.870
H: -1.938 -3.385 -0.703
H: 0.732 -2.778 -2.075
H: -0.714 -1.746 -2.280
H: 3.879 -0.259 2.148
H: 3.975 1.505 1.902
H: 3.612 0.908 4.309
H: 2.412 1.985 3.637
H: 1.611 0.003 5.121
H: 0.689 0.429 3.695
H: 2.825 -1.768 3.628
H: 1.174 -2.071 4.167
H: 0.299 -2.034 2.074
H: 1.940 -2.502 1.679

Cartesian forces (eV/Å) of the 3 atoms listed first:
C -0.30 -0.11 0.44
C 1.97 1.23 0.71
C -2.92 -0.07 0.52

Calculated values
Net charge   -1
Strongest force on any atom   2.96 eV/Å
Energy above the lowest of the compared OMol25 structures with the same formula, charge and spin   0.000 eV
Frontier orbital gap   5.0 eV
HOMO level   -0.111 Ha

Entry 3:
CHO2PS | wB97M-V/def2-TZVPD

CARTESIAN COORDINATES (ANGSTROEM)
O: -0.790 0.367 -1.204
C: -0.912 -0.298 -0.238
S: 0.335 -1.459 0.386
P: 1.963 0.113 0.455
O: 1.230 1.351 0.272
H: -1.827 -0.075 0.327

Cartesian forces (eV/Å) of the 3 atoms listed first:
O 0.69 0.12 -1.48
C -0.74 0.57 0.62
S 0.65 0.60 -0.04

Calculated values
Strongest force on any atom   1.73 eV/Å
Energy above the lowest of the compared OMol25 structures with the same formula, charge and spin   0.655 eV
Frontier orbital gap   8.9 eV
HOMO level   -0.373 Ha
Structure (SMILES)   O=CSP=O

Number 1: lowest unoccupied orbital energy 0.020 Eh. Number 2: lowest unoccupied orbital energy 0.071 Eh. Number 3: lowest unoccupied orbital energy -0.046 Eh.